A 2-piece molecular cluster, C4H9N4OS overall at a distorted geometry. Source: the OMol25 dataset; level of theory: wB97M-V/def2-TZVPD.

Its HOMO energy is -11.5918 eV. The LUMO energy is -3.29 eV. The value obtained for the energy above the lowest of the compared OMol25 structures with the same formula, charge and spin is 62.9 kJ/mol. As for the HOMO-LUMO gap: 8.3 eV. Its charge is +1.

```
19
Properties=species:S:1:pos:R:3:forces:R:3
C -1.74688 1.70371 -0.88931 2.516 2.200 1.782
C -2.38992 -0.56327 -0.26219 0.234 1.890 -1.703
C -0.83656 2.19900 0.02979 -2.778 -0.587 -1.991
C 1.85818 -1.23585 -0.26886 -3.475 1.348 2.010
N -2.30119 0.47167 -0.88778 -0.453 -2.113 1.576
N 0.92617 -2.16428 -0.29543 -1.326 -1.934 0.091
N -0.57321 1.47012 1.16508 -1.640 -1.610 0.389
N 1.53176 -0.00352 0.15116 -0.046 -1.293 -0.680
O 3.04420 -1.56043 -0.53017 2.792 -1.001 -1.241
S -2.53568 -2.00499 0.32354 -0.050 -0.570 0.499
H -2.07542 2.46097 -1.53168 -0.631 0.272 -1.574
H -0.48724 3.22786 -0.11593 0.040 -0.566 0.282
H 1.18307 -3.14129 -0.50522 -0.261 0.957 -0.025
H 0.03696 -2.10914 0.23710 0.675 0.400 -0.710
H -0.04756 1.99480 1.82224 0.108 0.110 1.082
H 0.50368 0.27908 0.30609 1.926 -0.207 0.373
H -1.46744 0.97673 1.52754 2.222 1.257 -0.315
H 2.29883 0.49127 0.58531 -0.276 0.482 -0.238
H 3.07824 -2.49243 -0.86128 0.422 0.967 0.393
```
Forces are in eV/Å.

=====

A 3-piece molecular cluster, C5H13NO2 overall at a distorted geometry. Source: the OMol25 dataset; level of theory: wB97M-V/def2-TZVPD.

Its HOMO energy is -9.6265 eV. The LUMO energy is 0.80 eV. The value obtained for the energy above the lowest of the compared OMol25 structures with the same formula, charge and spin is 259.9 kJ/mol. As for the HOMO-LUMO gap: 10.4 eV. Its charge is 0.

```
21
Properties=species:S:1:pos:R:3:forces:R:3
H 0.15883 0.30486 -2.68427 0.213 -0.711 -0.491
N 0.15543 0.70629 -1.76697 -1.192 1.138 0.265
C 0.05751 -0.09911 -0.80200 2.125 -0.266 1.123
C 0.16958 0.43944 0.59723 0.072 -0.558 1.154
C 0.42992 -1.54987 -0.89185 -1.314 0.619 -1.020
C 1.64879 -1.92410 -0.60163 0.323 -1.204 -0.216
C 2.11265 -3.28353 -1.05549 -0.046 0.606 0.185
H 0.36427 1.50181 0.67938 -0.565 0.173 -0.180
H -0.59265 0.05270 1.27909 -0.652 0.550 -0.376
H 0.97037 -0.02380 1.18775 0.553 -0.093 -0.782
H -0.15893 -2.26986 -1.44717 -0.410 0.229 -0.048
H 2.34243 -1.27871 -0.08877 0.212 0.128 0.060
H 1.38120 -3.79627 -1.67056 -0.271 0.168 -0.121
H 2.25457 -3.90729 -0.18918 0.711 -0.398 0.227
H 2.99766 -3.13444 -1.66910 0.368 -0.424 0.239
O -1.08825 4.19472 0.86217 0.547 -0.473 -0.276
H -0.37397 3.63841 0.53281 0.638 -0.167 0.783
H -1.51990 4.22093 0.01702 -1.205 0.620 -0.557
O -2.60949 0.43095 2.71452 -0.012 -0.221 0.294
H -2.39153 0.51520 1.78533 -0.140 0.228 -0.139
H -3.26443 1.10732 2.90794 0.042 0.057 -0.124
```
Forces are in eV/Å.

=====

An isolated ion of composition C6H10N3O3 and charge -1 at a distorted geometry. Source: the OMol25 dataset; level of theory: wB97M-V/def2-TZVPD.

Its spin multiplicity is 3. Its HOMO energy (alpha / beta) is -1.3280 / -4.0404 eV. The LUMO energy (alpha / beta) is 3.53 / 1.31 eV. As for the expectation value of S²: 2.012. As for the HOMO-LUMO gap (alpha / beta): 4.9 / 5.3 eV. Its charge is -1.

```
22
Properties=species:S:1:pos:R:3:forces:R:3
C 0.94354 -1.39291 0.20403 -2.160 0.503 -1.496
C -0.69256 1.12411 1.35812 -0.597 -0.009 -0.552
C 0.65369 1.19303 0.66366 0.575 -0.306 0.771
C -1.66869 0.86227 0.18560 1.081 -0.565 1.170
C 0.48786 0.02842 -0.35006 -0.160 -0.477 -0.352
C 0.42289 -2.64304 -0.38500 -4.126 1.605 1.697
N -1.20974 -0.10247 -1.96228 5.165 1.828 0.124
N -0.95389 -0.11321 -0.61516 1.574 0.825 -0.250
N -2.23971 -0.61496 -2.35294 -6.230 -2.356 -1.676
O -3.16666 -1.00372 -1.56551 0.663 0.033 0.313
O 1.79546 -1.35144 1.07374 3.510 0.087 3.043
O -2.46564 -0.71370 -3.60369 0.848 0.320 0.719
H -0.66105 0.31792 2.11244 -0.366 0.702 -0.075
H -0.85987 2.14635 1.65124 -0.559 0.092 1.326
H 0.68582 2.15260 0.09863 0.217 -0.596 0.234
H 1.48297 1.20867 1.50213 -1.253 -0.534 -2.207
H -2.67013 0.52278 0.36729 -0.406 -0.030 0.324
H -1.64246 1.77092 -0.37141 -0.539 0.931 -0.669
H 1.04786 0.24105 -1.28588 -0.462 -0.243 0.192
H 0.39954 -3.48560 0.28276 0.776 -0.393 0.417
H 0.77772 -2.86679 -1.32850 0.686 -0.792 -2.205
H -0.73036 -2.38803 -0.39090 1.763 -0.624 -0.850
```
Forces are in eV/Å.

=====

A single C3H4BrNS2 molecule at a distorted geometry. Source: the OMol25 dataset; level of theory: wB97M-V/def2-TZVPD.

Its HOMO energy is -9.2650 eV. The LUMO energy is 0.47 eV. The value obtained for the energy above the lowest of the compared OMol25 structures with the same formula, charge and spin is 0.0 kJ/mol. As for the HOMO-LUMO gap: 9.7 eV. Its charge is 0.

```
11
Properties=species:S:1:pos:R:3:forces:R:3
S 1.45999 -0.64173 -2.38952 0.263 1.688 0.529
C 0.98528 -0.53228 -0.62849 -1.760 -1.143 2.408
N -0.45674 -1.30565 -0.17778 2.622 -0.154 -2.365
C -1.14280 -0.58349 0.53945 0.035 2.251 0.810
Br -2.86098 -1.03308 1.21919 0.177 -0.248 -0.060
C -0.65268 0.80308 0.96974 1.473 -0.585 2.325
S 0.74029 1.18611 -0.08009 0.406 -0.148 -0.653
H 1.84609 0.75311 -2.53491 -0.752 -2.153 0.359
H 1.67144 -1.06411 0.09997 -0.488 0.516 -1.354
H -1.32723 1.62279 0.90462 -0.969 0.307 -0.125
H -0.26266 0.79525 2.07782 -1.008 -0.331 -1.876
```
Forces are in eV/Å.

=====

A single C2H2N2O3S molecule at a distorted geometry. Source: the OMol25 dataset; level of theory: wB97M-V/def2-TZVPD.

Its HOMO energy is -10.4320 eV. The LUMO energy is 0.21 eV. The value obtained for the energy above the lowest of the compared OMol25 structures with the same formula, charge and spin is 203.1 kJ/mol. As for the HOMO-LUMO gap: 10.6 eV. Its charge is 0.

```
10
Properties=species:S:1:pos:R:3:forces:R:3
H -1.77128 1.96895 -0.01119 0.600 0.097 0.056
N -0.75398 2.11473 -0.09007 -0.454 -0.312 0.286
C -0.12637 1.06205 0.13391 0.213 -0.240 -0.500
O 1.24506 0.99396 -0.02392 -0.326 0.370 0.021
C 1.65501 -0.28593 -0.05964 -1.419 -0.731 0.882
O 2.75008 -0.68159 -0.18210 0.420 -0.163 -0.312
O 0.53930 -1.10597 0.17948 1.339 0.237 -0.265
N -0.54717 -0.25630 0.49345 -0.266 0.904 -0.294
S -1.99843 -0.76442 -0.24580 0.293 0.136 -0.512
H -2.59320 -1.05509 0.88715 -0.401 -0.298 0.639
```
Forces are in eV/Å.

=====

A 10-piece molecular cluster, C5H30NO10 overall at a distorted geometry. Source: the OMol25 dataset; level of theory: wB97M-V/def2-TZVPD.

Its HOMO energy is -6.6807 eV. The LUMO energy is 2.99 eV. The value obtained for the energy above the lowest of the compared OMol25 structures with the same formula, charge and spin is 189.5 kJ/mol. As for the HOMO-LUMO gap: 9.7 eV. Its charge is -1.

```
46
Properties=species:S:1:pos:R:3:forces:R:3
C -0.46851 -1.58550 -1.03545 0.132 -0.124 -0.807
O -0.22080 -1.17947 -2.38064 -0.311 0.601 -0.012
C 0.83037 -1.37831 -0.20783 -1.949 -1.626 -0.013
C 0.92736 -0.00557 0.41188 0.857 0.382 1.632
C 2.24478 0.75349 0.11366 -1.232 0.442 -1.316
C 2.45913 1.86774 1.14341 0.207 0.576 -0.340
N 0.82582 -2.44657 0.85034 1.073 1.161 0.239
H -0.82857 -2.63451 -1.03891 0.724 0.116 0.006
H -1.32207 -1.06866 -0.60817 0.048 0.567 0.233
H 1.65613 -1.60995 -0.89798 -0.216 0.107 0.402
H 0.76776 -0.06572 1.49086 0.495 -0.621 0.177
H 0.13665 0.72908 0.25011 -0.309 -0.380 -1.122
H 1.86814 1.07336 -0.89193 1.115 1.018 0.495
H 3.17757 0.24561 -0.14737 -0.424 -0.645 0.702
H 2.03605 1.57532 2.11268 -0.169 0.195 -0.280
H 2.03438 2.82431 0.78281 -0.048 -0.454 0.459
H 3.51363 2.07159 1.36226 -0.028 -0.148 -0.314
H -0.07503 -2.46991 1.31384 -0.088 -0.309 -0.220
H 1.08281 -3.33403 0.45195 -0.433 -0.274 -0.058
H -1.30032 2.46712 -3.02258 0.005 -0.244 0.069
H -0.88090 -0.49090 -2.65332 0.275 -0.464 0.283
O -0.71994 2.68460 -2.28528 0.017 0.510 0.137
H -3.52325 -1.05891 1.12641 -0.706 -1.042 -0.020
H -2.64272 -0.95684 2.13691 0.419 -0.949 0.678
O -3.06270 -1.72735 1.70732 0.331 1.738 -0.378
H 2.86135 -0.30178 -3.47649 0.452 -0.280 -0.213
H 2.22944 -0.44643 -2.18666 0.104 -0.325 0.205
O 3.03212 -0.75092 -2.63819 -0.495 0.567 -0.307
H 0.59570 -1.01121 3.56405 -0.077 -0.182 -0.353
H 1.70884 -1.65381 2.64524 -0.850 0.334 0.199
O 1.53231 -1.20030 3.49309 0.788 -0.139 0.361
H 3.27683 -2.44369 1.67059 -0.471 -0.138 -0.541
H 3.53648 -2.06910 0.13998 -0.521 -0.209 0.165
O 3.86669 -2.03369 1.03817 1.271 0.278 0.314
H -2.06350 2.29211 0.96950 0.334 0.161 -0.378
H -1.45571 3.73469 0.98432 -0.075 -0.118 -0.210
O -1.60284 2.95119 1.51765 -0.047 -0.040 0.629
H -3.38006 0.82014 0.31372 -1.986 0.046 -0.138
H -4.03391 1.13845 1.64675 -0.644 -0.232 0.247
O -4.28108 0.55981 0.90960 1.845 0.546 -0.168
H -2.63771 0.51197 -1.83828 0.637 0.956 -1.691
H -2.92954 -0.57328 -2.86787 0.024 0.128 -0.742
O -2.51906 0.30524 -2.90562 -0.589 -0.894 1.916
H -1.20724 2.37654 -1.49904 0.849 -0.394 -0.539
H -2.53783 2.20795 -0.94322 -1.173 0.045 0.144
O -2.50704 1.30608 -0.62226 0.841 -0.245 0.468
```
Forces are in eV/Å.

=====

A single C3F6N2O3 molecule at a distorted geometry. Source: the OMol25 dataset; level of theory: wB97M-V/def2-TZVPD.

Its HOMO energy (alpha / beta) is -10.8613 / -10.8620 eV. The LUMO energy (alpha / beta) is -1.94 / -1.94 eV. The value obtained for the energy above the lowest of the compared OMol25 structures with the same formula, charge and spin is 30.0 kJ/mol. As for the HOMO-LUMO gap (alpha / beta): 8.9 / 8.9 eV. Its charge is 0.

```
14
Properties=species:S:1:pos:R:3:forces:R:3
O -0.28747 0.81359 2.71977 -0.352 -1.079 -1.233
N 0.19346 0.56046 1.65619 0.716 0.486 0.730
C -0.29705 -0.57712 0.81359 -1.068 0.522 -2.695
F -1.41535 -1.23361 1.06403 0.012 -0.123 1.183
N 0.87385 -1.62653 0.65183 -2.015 1.042 1.969
O 1.76281 -1.24827 0.00599 2.662 1.032 -2.275
O 0.81079 -2.62617 1.28847 -0.806 -1.147 0.685
C -0.64755 0.07257 -0.75853 0.359 -0.404 3.275
F -0.53919 -0.99438 -1.52647 0.452 0.176 -0.976
F -1.94841 0.40677 -0.71292 0.396 0.297 -0.073
C 0.19364 1.34552 -1.15397 0.701 -1.155 -2.656
F 0.10706 1.45649 -2.54079 0.071 -0.191 1.561
F -0.29884 2.44462 -0.65314 -0.109 0.169 0.612
F 1.49226 1.20606 -0.85406 -1.019 0.375 -0.107
```
Forces are in eV/Å.

=====

C18H10Cl4N2O3Pt as an isolated structure. Source: the OMol25 dataset; level of theory: wB97M-V/def2-TZVPD.

Its spin multiplicity is 5. Its HOMO energy (alpha / beta) is -15.0330 / -15.2805 eV. The LUMO energy (alpha / beta) is -7.57 / -10.07 eV. As for the expectation value of S²: 6.035. As for the HOMO-LUMO gap (alpha / beta): 7.5 / 5.2 eV. Its charge is +2.

```
38
Properties=species:S:1:pos:R:3:forces:R:3
Pt -1.40319 -0.25966 0.29810 -0.084 -0.065 -0.156
Cl 3.18749 -5.78825 0.32512 -0.043 0.003 -0.001
C 1.85707 -4.77470 0.19704 0.079 0.054 -0.010
C 0.55136 -5.27815 0.39566 -0.036 -0.022 0.006
C -0.50599 -4.43356 0.29832 0.052 -0.046 0.033
C -0.32523 -3.02999 0.02974 -0.029 0.039 -0.013
O -1.37818 -2.31821 0.00408 -0.004 0.052 0.031
C 1.01493 -2.53028 -0.22260 0.096 -0.068 -0.012
C 1.33196 -1.18477 -0.68674 -0.085 -0.003 0.028
N 0.53355 -0.18788 -0.69053 0.124 -0.010 0.024
C 0.80584 1.07782 -1.27395 -0.040 -0.019 0.006
C 1.97153 1.42464 -1.90933 -0.029 0.065 0.001
C 2.11219 2.69802 -2.48975 0.022 -0.034 0.005
C 1.09122 3.60481 -2.43832 -0.017 0.023 -0.004
C -0.12252 3.27924 -1.79012 0.013 -0.022 0.016
C -1.21183 4.17468 -1.68968 -0.010 0.002 -0.003
C -2.34856 3.80193 -1.02557 -0.015 -0.022 0.028
C -2.40972 2.52854 -0.45194 -0.012 -0.012 0.004
N -1.41564 1.66130 -0.56172 -0.061 0.021 0.108
C -0.26063 2.00797 -1.20552 0.094 -0.002 -0.045
C 2.06355 -3.41335 -0.13624 -0.070 -0.023 0.012
H 0.41883 -6.32777 0.62084 -0.024 0.006 0.007
H -1.52255 -4.77230 0.44547 -0.005 -0.002 -0.001
H 2.33345 -1.06894 -1.09707 0.004 0.020 0.003
H 2.80146 0.73562 -1.98384 -0.001 -0.016 0.008
H 3.04023 2.94859 -2.98344 0.001 0.006 -0.003
H 1.19879 4.58131 -2.89201 -0.002 0.005 0.004
H -1.13226 5.15807 -2.13595 0.008 0.002 -0.004
H -3.19417 4.46591 -0.92374 0.002 0.006 0.000
H -3.27411 2.20764 0.11444 -0.016 0.012 -0.021
H 3.07856 -3.08949 -0.33038 -0.008 0.026 -0.010
Cl -1.29425 2.10649 4.70428 -0.003 -0.043 0.003
C -1.25149 0.38599 4.34835 0.021 0.036 0.016
Cl 0.16582 -0.36810 5.05599 -0.016 0.013 -0.009
Cl -2.73206 -0.42023 4.88531 0.007 0.003 0.003
C -1.24554 0.19689 2.83353 -0.065 -0.003 -0.232
O -1.97341 0.90502 2.08362 -0.031 0.144 0.068
O -0.55647 -0.70481 2.27855 0.182 -0.125 0.111
```
Forces are in eV/Å.